No. 1
Here is C38H37ClCoNO3P as an isolated structure from the Open Molecules 2025 dataset. Energies are from the ωB97M-V functional and the def2-TZVPD basis.

Each line ends with the Löwdin charge.
CARTESIAN COORDINATES (ANGSTROEM)
Co -1.338 -0.317 -0.532  0.281
C 3.157 0.043 0.743  -0.050
C 2.619 0.487 2.081  -0.263
C 3.464 0.404 3.188  -0.082
C 3.024 0.683 4.472  -0.118
C 1.688 0.996 4.664  -0.103
C 0.837 1.093 3.573  -0.104
C 1.288 0.919 2.258  -0.281
P 0.065 1.000 0.862  1.139
C 1.074 1.970 -0.411  -0.276
C 1.245 1.235 -1.592  -0.149
C 1.985 1.697 -2.668  -0.091
C 2.555 2.958 -2.607  -0.108
C 2.381 3.716 -1.462  -0.080
C 1.668 3.243 -0.357  -0.256
C 1.605 4.140 0.850  -0.053
C -1.247 2.116 1.520  -0.285
C -1.067 3.269 2.285  -0.146
C -2.111 4.133 2.575  -0.129
C -3.380 3.838 2.079  -0.123
C -3.597 2.659 1.395  -0.066
C -2.564 1.724 1.162  -0.311
C -2.839 0.387 0.646  -0.184
H 4.035 -0.590 0.886  0.066
H 3.447 0.886 0.113  0.077
H 2.404 -0.531 0.198  0.077
H 4.490 0.082 3.034  0.098
H 3.707 0.624 5.312  0.085
H 1.300 1.153 5.665  0.091
H -0.215 1.279 3.737  0.100
H 0.762 0.271 -1.670  0.056
H 2.097 1.080 -3.552  0.100
H 3.122 3.351 -3.444  0.089
H 2.820 4.708 -1.407  0.093
H 2.292 4.980 0.732  0.067
H 1.881 3.592 1.754  0.071
H 0.601 4.536 0.989  0.066
H -0.089 3.502 2.680  0.076
H -1.934 5.029 3.159  0.080
H -4.209 4.511 2.278  0.084
H -4.600 2.400 1.072  0.099
H -3.881 0.254 0.357  0.045
H -2.556 -0.353 1.403  0.038
C -2.094 2.758 -2.589  -0.062
C -2.658 1.742 -3.542  -0.234
C -3.372 2.130 -4.664  -0.121
C -3.908 1.203 -5.561  -0.174
C -3.705 -0.154 -5.300  -0.124
C -3.002 -0.589 -4.187  -0.251
C -2.801 -2.053 -3.915  -0.096
C -2.446 0.349 -3.246  -0.351
N -1.766 -0.064 -2.181  -0.047
H -2.422 3.768 -2.856  0.060
H -0.999 2.732 -2.589  0.062
H -2.399 2.540 -1.560  0.058
H -3.512 3.193 -4.854  0.083
H -4.471 1.528 -6.431  0.058
H -4.110 -0.896 -5.987  0.081
H -3.059 -2.650 -4.797  0.053
H -3.418 -2.382 -3.071  0.069
H -1.768 -2.248 -3.622  0.056
C 0.769 -6.532 -0.375  -0.037
C 1.675 -5.569 0.337  -0.196
C 3.042 -5.573 0.142  -0.085
C 3.844 -4.648 0.796  -0.671
Cl 5.581 -4.685 0.537  0.589
C 3.298 -3.706 1.640  -0.111
C 1.928 -3.695 1.856  0.017
C 1.117 -4.630 1.218  -0.233
O -0.211 -4.743 1.415  -0.031
C -0.816 -3.789 2.287  -0.100
C -0.847 -2.333 1.766  -0.689
O -0.898 -1.481 2.671  -0.031
O -0.872 -2.214 0.515  -0.064
H 1.328 -7.131 -1.095  0.070
H -0.020 -5.989 -0.897  0.090
H 0.275 -7.201 0.335  0.080
H 3.488 -6.305 -0.521  0.103
H 3.927 -2.976 2.132  0.098
H 1.504 -2.942 2.510  0.117
H -0.339 -3.809 3.270  0.116
H -1.850 -4.110 2.393  0.126

Computed properties:
DFT total energy ... -107077.096 eV
Highest occupied orbital energy (alpha / beta) ... 0.22 / -0.21 eV
Max |F| ... 0.9 eV/A
Charge ... -2
Gap between HOMO and LUMO (alpha / beta) ... 0.1394 / 0.1550 Eh
LUMO (alpha / beta) ... 4.009 / 4.008 eV
2S+1 ... 2

---

No. 2
Here is C38H37CoIN3O3S as an isolated structure from the Open Molecules 2025 dataset. Energies are from the ωB97M-V functional and the def2-TZVPD basis.

Each line ends with the Löwdin charge.
CARTESIAN COORDINATES (ANGSTROEM)
Co -1.918 -0.333 0.271  0.430
C -1.957 2.585 -2.696  -0.035
C -1.243 1.388 -3.248  -0.214
C -0.327 1.544 -4.279  -0.081
C 0.356 0.457 -4.800  -0.112
C 0.140 -0.799 -4.262  -0.072
C -0.752 -0.993 -3.217  -0.207
C -0.959 -2.358 -2.646  -0.066
C -1.475 0.101 -2.720  -0.191
N -2.382 -0.082 -1.662  0.046
C -3.691 0.063 -1.916  -0.502
O -4.247 0.211 -3.005  0.022
C -4.499 0.048 -0.638  -0.188
C -5.882 0.056 -0.526  0.000
C -6.434 0.095 0.749  -0.052
C -5.620 0.145 1.879  0.009
C -4.247 0.142 1.695  -0.143
N -3.746 0.088 0.460  0.057
C -3.178 0.251 2.764  -0.478
O -3.480 0.415 3.947  0.018
N -1.958 0.181 2.224  0.040
C -0.841 0.436 3.029  -0.197
C -0.335 -0.536 3.904  -0.204
C -1.030 -1.854 4.038  -0.026
C 0.791 -0.242 4.658  -0.064
C 1.417 0.990 4.563  -0.112
C 0.912 1.950 3.700  -0.077
C -0.213 1.688 2.929  -0.239
C -0.783 2.738 2.025  -0.052
H -1.508 3.506 -3.062  0.070
H -1.924 2.585 -1.605  0.072
H -3.008 2.562 -2.983  0.080
H -0.153 2.535 -4.679  0.099
H 1.062 0.592 -5.610  0.090
H 0.680 -1.656 -4.651  0.102
H -0.181 -3.041 -2.987  0.075
H -1.931 -2.758 -2.941  0.042
H -0.952 -2.323 -1.555  0.028
H -6.483 0.028 -1.422  0.115
H -7.509 0.090 0.867  0.100
H -6.017 0.189 2.881  0.112
H -1.134 -2.342 3.068  0.050
H -2.038 -1.703 4.427  0.084
H -0.485 -2.515 4.711  0.076
H 1.176 -0.993 5.337  0.103
H 2.293 1.202 5.160  0.093
H 1.392 2.917 3.621  0.104
H -0.100 3.583 1.933  0.074
H -1.736 3.099 2.418  0.091
H -0.987 2.332 1.031  0.046
O 0.115 -0.160 0.056  -0.513
S 1.262 0.787 0.166  1.022
C 2.081 0.635 -1.458  -0.247
C 3.306 1.480 -1.553  -0.274
C 3.245 2.843 -1.284  -0.048
C 4.383 3.625 -1.360  -0.082
C 5.598 3.057 -1.717  -0.097
C 5.664 1.703 -2.002  -0.085
C 4.526 0.919 -1.916  -0.047
C 2.476 -0.072 1.240  -0.230
C 2.663 -1.506 0.882  -0.265
C 3.836 -1.947 0.281  -0.059
C 3.978 -3.273 -0.093  -0.091
C 2.942 -4.167 0.126  -0.092
C 1.774 -3.735 0.734  -0.060
C 1.636 -2.413 1.118  -0.024
H 1.312 0.956 -2.164  0.083
H 2.278 -0.421 -1.638  0.105
H 2.298 3.293 -1.019  0.111
H 4.322 4.683 -1.144  0.101
H 6.486 3.670 -1.779  0.097
H 6.603 1.255 -2.293  0.100
H 4.575 -0.135 -2.141  0.109
H 2.052 0.050 2.235  0.066
H 3.400 0.504 1.184  0.103
H 4.643 -1.247 0.112  0.102
H 4.897 -3.608 -0.556  0.097
H 3.045 -5.201 -0.176  0.098
H 0.958 -4.423 0.900  0.107
H 0.722 -2.073 1.578  0.094
I -3.687 -3.454 -0.525  0.621
C -2.225 -2.368 0.686  -0.667
H -1.363 -3.040 0.664  -0.079
H -2.680 -2.479 1.677  -0.072

Computed properties:
DFT total energy ... -107186.201 eV
Highest occupied orbital energy (alpha / beta) ... -3.70 / -4.78 eV
Max |F| ... 0.6 eV/A
Charge ... -1
Gap between HOMO and LUMO (alpha / beta) ... 0.2168 / 0.2565 Eh
LUMO (alpha / beta) ... 2.200 / 2.199 eV
2S+1 ... 2

---

No. 3
Here is a 3-piece molecular cluster, C38H37FNO7 overall from the Open Molecules 2025 dataset. Energies are from the ωB97M-V functional and the def2-TZVPD basis.

Each line ends with the Löwdin charge.
CARTESIAN COORDINATES (ANGSTROEM)
C -3.910 -4.384 -0.126  -0.009
C -5.010 -3.795 -1.185  -0.208
F -4.643 -2.389 -1.597  -0.060
N -5.347 -4.698 -2.347  -0.105
C -6.214 -5.886 -1.877  -0.111
C -5.365 -7.271 -1.663  -0.172
C -6.124 -8.220 -0.515  -0.148
C -5.347 -8.021 0.948  -0.247
O -3.959 -8.523 0.921  -0.132
C -4.181 -5.120 -3.209  -0.148
C -3.529 -3.923 -4.131  -0.147
C -2.347 -4.633 -5.059  -0.082
C -0.903 -4.788 -4.228  -0.247
O -0.329 -5.998 -3.983  -0.027
O -0.157 -3.621 -3.684  -0.013
H -3.417 -3.435 0.404  0.129
H -3.023 -4.981 -0.598  0.100
H -4.480 -4.955 0.735  0.090
H -6.023 -3.661 -0.568  0.181
H -5.997 -4.140 -2.979  0.204
H -6.967 -6.082 -2.781  0.166
H -6.876 -5.631 -0.946  0.147
H -4.268 -7.131 -1.277  0.113
H -5.437 -7.894 -2.675  0.135
H -7.282 -8.004 -0.450  0.127
H -5.881 -9.342 -0.837  0.137
H -5.386 -6.876 1.252  0.103
H -5.923 -8.647 1.783  0.139
H -3.469 -8.124 1.706  0.118
H -3.310 -5.663 -2.647  0.144
H -4.614 -5.919 -3.983  0.163
H -2.970 -3.158 -3.407  0.130
H -4.313 -3.318 -4.757  0.133
H -2.162 -4.065 -6.076  0.141
H -2.700 -5.756 -5.255  0.136
H -0.385 -2.874 -4.317  0.131
C 1.285 2.240 1.946  -0.052
C 2.613 2.384 2.347  -0.045
C 3.607 1.592 1.770  0.012
C 3.270 0.643 0.797  -0.086
C 1.939 0.481 0.414  -0.090
C 0.946 1.290 0.981  0.002
C 1.566 -0.550 -0.575  -0.282
O 0.397 -0.690 -0.915  0.078
C 2.619 -1.416 -1.141  -0.084
C 2.271 -2.437 -2.036  -0.001
C 3.263 -3.252 -2.587  -0.051
C 4.601 -3.045 -2.254  -0.052
C 4.949 -2.033 -1.359  0.011
C 3.955 -1.223 -0.794  -0.084
C 4.330 -0.179 0.180  -0.277
O 5.506 0.001 0.477  0.102
H 0.512 2.864 2.389  0.110
H 2.876 3.116 3.108  0.107
H 4.642 1.713 2.085  0.123
H -0.094 1.179 0.677  0.117
H 1.229 -2.603 -2.304  0.085
H 2.990 -4.047 -3.278  0.108
H 5.374 -3.675 -2.689  0.110
H 5.996 -1.880 -1.100  0.124
C 6.685 6.940 2.964  -0.056
C 7.088 8.217 2.573  -0.054
C 6.154 9.252 2.500  0.009
C 4.811 9.007 2.808  -0.085
C 4.403 7.725 3.176  -0.086
C 5.345 6.691 3.265  0.004
C 2.980 7.444 3.455  -0.279
O 2.622 6.319 3.781  0.083
C 1.994 8.536 3.326  -0.087
C 0.634 8.270 3.532  0.004
C -0.304 9.299 3.425  -0.059
C 0.114 10.595 3.124  -0.056
C 1.468 10.862 2.914  0.009
C 2.408 9.827 3.006  -0.085
C 3.834 10.112 2.746  -0.277
O 4.201 11.250 2.477  0.101
H 7.414 6.135 3.029  0.109
H 8.130 8.407 2.326  0.110
H 6.477 10.247 2.199  0.123
H 5.037 5.691 3.564  0.116
H 0.300 7.261 3.770  0.119
H -1.360 9.090 3.580  0.107
H -0.615 11.399 3.049  0.109
H 1.786 11.875 2.674  0.123

Computed properties:
DFT total energy ... -58534.879 eV
Highest occupied orbital energy ... -10.72 eV
Max |F| ... 9.3 eV/A
Charge ... +1
Gap between HOMO and LUMO ... 0.2801 Eh
LUMO ... -3.100 eV
2S+1 ... 1

---

No. 4
Here is C38H37N6OSbSe4SiV as an isolated structure from the Open Molecules 2025 dataset. Energies are from the ωB97M-V functional and the def2-TZVPD basis.

Each line ends with the Löwdin charge.
CARTESIAN COORDINATES (ANGSTROEM)
V 0.027 0.483 -0.391  -0.002
N 2.542 -1.121 -3.470  0.138
C 2.072 -0.781 -2.239  -0.185
N 0.884 -0.302 -2.052  -0.084
C 0.085 0.020 -3.141  -0.329
N -0.921 0.853 -2.958  0.113
N -0.972 1.291 -1.699  -0.239
C -1.954 2.070 -1.265  -0.156
C -1.881 2.376 0.095  -0.324
C -2.757 3.244 0.790  -0.086
C -2.500 3.559 2.097  -0.136
C -1.379 3.002 2.734  -0.110
C -0.602 2.112 2.026  -0.175
N -0.841 1.772 0.763  -0.132
C 0.408 -0.562 -4.415  -0.084
C -0.466 -0.579 -5.502  -0.033
C -0.094 -1.187 -6.690  -0.117
C 1.150 -1.783 -6.814  -0.117
C 2.041 -1.772 -5.746  -0.040
C 1.680 -1.167 -4.553  -0.183
H 3.476 -1.497 -3.540  0.148
H 2.746 -0.929 -1.398  0.096
H -2.737 2.433 -1.930  0.091
H -3.605 3.651 0.251  0.096
H -3.151 4.236 2.634  0.082
H -1.127 3.249 3.752  0.081
H 0.252 1.636 2.515  0.058
H -1.435 -0.115 -5.394  0.103
H -0.786 -1.197 -7.525  0.089
H 1.434 -2.256 -7.744  0.087
H 3.012 -2.237 -5.834  0.102
Se 3.393 2.640 3.303  -0.335
Sb 2.977 0.760 1.736  -0.066
Se 1.843 1.759 -0.352  0.242
Se 0.902 -1.214 0.911  0.429
Se 5.186 -0.065 1.065  -0.370
O -1.914 -0.716 0.259  -0.032
C -2.687 -1.056 1.152  -0.407
C -3.399 -0.086 2.062  -0.082
C -4.898 -0.410 2.143  -0.185
C -5.481 -0.955 0.829  -0.192
C -5.382 -2.481 0.695  -0.185
C -3.951 -2.968 0.422  -0.191
N -2.996 -2.417 1.366  0.068
H -3.261 0.918 1.658  0.096
H -2.953 -0.102 3.061  0.133
H -5.421 0.512 2.404  0.107
H -5.095 -1.132 2.942  0.101
H -4.982 -0.482 -0.020  0.123
H -6.540 -0.684 0.775  0.102
H -6.023 -2.819 -0.126  0.105
H -5.752 -2.941 1.619  0.104
H -3.650 -2.665 -0.582  0.102
H -3.906 -4.061 0.476  0.119
H -3.323 -2.574 2.315  0.126
C -0.136 -6.071 3.592  -0.116
C 0.496 -6.459 2.423  -0.106
C 0.602 -5.577 1.362  -0.111
C 0.082 -4.297 1.448  -0.280
C -0.516 -3.909 2.635  -0.123
C -0.638 -4.786 3.698  -0.097
Si 0.273 -3.109 -0.013  0.414
C -1.144 -3.436 -1.226  -0.268
C -1.592 -4.742 -1.388  -0.109
C -2.532 -5.060 -2.349  -0.104
C -3.051 -4.072 -3.169  -0.106
C -2.623 -2.766 -3.019  -0.078
C -1.674 -2.465 -2.057  -0.109
C 1.794 -3.627 -1.042  -0.289
C 3.072 -3.485 -0.510  -0.124
C 4.201 -3.777 -1.256  -0.085
C 4.061 -4.223 -2.561  -0.117
C 2.795 -4.367 -3.108  -0.119
C 1.673 -4.065 -2.356  -0.102
H -0.212 -6.759 4.426  0.090
H 0.911 -7.454 2.344  0.091
H 1.120 -5.879 0.459  0.100
H -0.878 -2.895 2.746  0.069
H -1.113 -4.463 4.615  0.094
H -1.184 -5.521 -0.757  0.096
H -2.860 -6.087 -2.468  0.093
H -3.786 -4.321 -3.925  0.091
H -3.015 -1.976 -3.646  0.104
H -1.369 -1.437 -1.953  0.069
H 3.195 -3.110 0.501  0.087
H 5.176 -3.631 -0.815  0.100
H 4.938 -4.439 -3.159  0.090
H 2.673 -4.705 -4.130  0.093
H 0.694 -4.162 -2.811  0.098

Computed properties:
DFT total energy ... -352486.701 eV
Highest occupied orbital energy (alpha / beta) ... -0.12 / -0.09 eV
Max |F| ... 4.5 eV/A
Charge ... -2
Gap between HOMO and LUMO (alpha / beta) ... 0.1462 / 0.1448 Eh
LUMO (alpha / beta) ... 3.861 / 3.855 eV
2S+1 ... 4

---

No. 5
Here is a 3-piece molecular cluster, C38H38B3NO10S overall from the Open Molecules 2025 dataset. Energies are from the ωB97M-V functional and the def2-TZVPD basis.

Each line ends with the Löwdin charge.
CARTESIAN COORDINATES (ANGSTROEM)
C 4.853 -1.496 -2.561  -0.118
C 3.484 -0.551 -2.401  -0.330
C 3.276 -0.401 -0.749  -0.106
C 2.185 -1.321 -3.119  -0.277
C 2.365 -1.471 -4.752  -0.084
C 0.762 -0.481 -2.857  -0.148
O -0.343 -0.979 -3.686  0.022
B -1.310 -1.789 -2.927  -0.482
O -1.130 -2.372 -1.585  0.166
B -1.839 -3.690 -1.507  -0.342
C -0.910 -5.059 -1.246  -0.079
C 0.244 -5.027 -2.437  -0.272
C 1.129 -6.403 -2.549  -0.502
S 2.852 -5.977 -1.842  0.583
O -3.301 -3.698 -1.710  0.177
B -3.563 -2.467 -2.535  -0.281
C -4.837 -1.456 -2.272  -0.024
O -4.630 -0.774 -0.956  -0.145
N -4.332 0.521 -1.169  -0.033
O -3.119 0.675 -1.073  0.057
O -2.606 -2.097 -3.630  0.166
H 4.720 -2.536 -2.008  0.086
H 5.747 -0.905 -2.082  0.082
H 5.125 -1.682 -3.684  0.064
H 3.654 0.510 -2.909  0.144
H 4.348 -0.545 -0.272  0.072
H 2.576 -1.235 -0.310  0.090
H 2.857 0.672 -0.541  0.080
H 2.169 -2.400 -2.666  0.106
H 1.827 -0.551 -5.244  0.092
H 1.860 -2.511 -5.036  0.094
H 3.478 -1.543 -5.108  0.069
H 0.524 -0.363 -1.718  0.135
H 1.001 0.621 -3.252  0.152
H -1.544 -6.043 -1.225  0.118
H -0.352 -4.850 -0.212  0.134
H 0.965 -4.147 -2.166  0.068
H -0.337 -4.782 -3.450  0.138
H 0.650 -7.331 -2.018  0.095
H 1.328 -6.575 -3.712  0.084
H 3.151 -4.657 -2.310  -0.138
H -4.867 -0.611 -3.092  0.145
H -5.814 -2.103 -2.301  0.141
O 4.988 -1.350 2.559  0.088
C 5.590 -1.492 3.617  -0.277
C 6.317 -0.358 4.222  -0.085
C 6.300 0.893 3.592  0.006
C 6.951 1.979 4.178  -0.058
C 7.618 1.821 5.393  -0.058
C 7.651 0.571 6.014  0.006
C 7.005 -0.522 5.424  -0.086
C 7.060 -1.844 6.079  -0.278
O 7.710 -2.000 7.106  0.097
C 6.317 -2.972 5.485  -0.086
C 6.333 -4.222 6.117  0.006
C 5.607 -5.286 5.581  -0.058
C 4.863 -5.106 4.415  -0.056
C 4.857 -3.865 3.775  0.007
C 5.590 -2.797 4.308  -0.085
H 5.777 1.025 2.647  0.120
H 6.933 2.951 3.690  0.108
H 8.115 2.670 5.856  0.108
H 8.179 0.454 6.959  0.122
H 6.908 -4.369 7.031  0.122
H 5.617 -6.255 6.076  0.108
H 4.289 -5.932 4.002  0.108
H 4.277 -3.733 2.863  0.121
O -5.871 7.462 -2.209  0.096
C -6.487 6.714 -1.460  -0.279
C -7.964 6.721 -1.443  -0.086
C -8.663 7.576 -2.306  0.006
C -10.058 7.561 -2.324  -0.059
C -10.758 6.693 -1.485  -0.059
C -10.064 5.854 -0.613  0.005
C -8.664 5.872 -0.588  -0.086
C -7.939 4.993 0.351  -0.279
O -8.555 4.287 1.141  0.096
C -6.463 4.971 0.320  -0.086
C -5.766 4.114 1.182  0.007
C -4.372 4.061 1.137  -0.059
C -3.672 4.861 0.234  -0.056
C -4.365 5.727 -0.616  0.007
C -5.764 5.786 -0.569  -0.086
H -8.123 8.252 -2.967  0.121
H -10.600 8.222 -2.997  0.107
H -11.846 6.672 -1.509  0.107
H -10.617 5.183 0.042  0.121
H -6.305 3.483 1.886  0.122
H -3.832 3.392 1.803  0.108
H -2.586 4.813 0.192  0.108
H -3.811 6.350 -1.316  0.121

Computed properties:
DFT total energy ... -74852.026 eV
Highest occupied orbital energy ... -9.16 eV
SMILES string ... CC(C)[C@H](C)COB1OB(CCCS)OB(CON=O)O1.O=C1c2ccccc2C(=O)c2ccccc21.O=C1c2ccccc2C(=O)c2ccccc21
Max |F| ... 4.8 eV/A
Gap between HOMO and LUMO ... 0.2965 Eh
LUMO ... -1.089 eV
2S+1 ... 1